ORCA calculation (ωB97M-V with the def2-TZVPD basis set) on a molecular structure, C5H15NO6PSSi2.

Values from the calculation:
Highest occupied orbital energy = -3.8 eV
Net charge = -1
Gap between HOMO and LUMO = 6.0 eV
LUMO = 2.3 eV

Cartesian coordinates (Å):
O 4.398 -1.334 0.584
C 3.981 -1.003 -0.532
O 3.076 -1.845 -1.267
C 1.914 -0.967 -1.518
C 0.541 -1.811 -1.611
C 0.109 -2.257 -0.139
C -1.443 -2.657 0.009
Si -2.628 -1.124 -0.165
O -1.680 0.257 0.292
Si -1.880 1.595 -0.784
P 0.109 2.628 -0.842
S 0.380 3.275 1.006
H 4.231 -0.004 -1.048
H 1.811 -0.309 -0.577
H 2.076 -0.260 -2.397
H 0.727 -2.697 -2.321
H -0.209 -1.124 -2.141
H 0.456 -1.481 0.631
H 0.706 -3.213 0.111
H -1.754 -3.522 -0.668
H -1.575 -3.010 1.100
H -3.702 -1.329 0.833
H -3.168 -1.061 -1.525
H -2.277 1.238 -2.146
H -2.784 2.572 -0.142
H 0.145 3.682 -1.817
H 1.181 1.728 -1.177
N -0.685 3.508 4.562
O 0.518 3.629 4.253
O -1.269 2.420 4.382
O -1.304 4.475 5.052